A structure of composition C21H34BBeBrCl6CsF7N2O13PS, computed with ωB97M-V/def2-TZVPD.

Properties
charge: -1
2S+1: 1
Kohn-Sham gap: 1.75 eV

```
89
Properties=species:S:1:pos:R:3:forces:R:3
C 1.6630 -0.4648 4.4929 -1.2 -0.8 -0.2
C 0.3225 -0.9572 4.0439 1.1 1.1 0.7
C -0.1495 -0.8937 2.4637 5.0 1.2 0.2
O 0.6758 -1.9941 1.8771 -0.4 3.3 0.8
P 1.2394 -1.6456 0.2295 -3.3 -4.0 -1.3
F 1.5760 -1.6844 -1.4987 0.6 1.6 1.9
F 2.5879 -0.6039 0.6935 -0.3 0.1 -0.6
C 2.2595 -3.2640 0.3257 0.7 -0.5 0.8
C 3.7513 -3.0975 0.9923 -0.2 -0.3 2.0
N 4.8241 -2.6407 -0.0184 1.2 3.6 3.5
O 0.3638 -0.1010 0.1665 1.8 2.7 2.2
C 0.2460 0.4310 1.5616 -4.4 -0.8 1.6
C -1.0145 1.4946 1.8308 0.6 0.6 0.1
C -0.5079 2.6748 2.9000 -3.5 3.1 -0.5
N -1.2862 3.8035 3.1222 2.9 -5.1 -1.3
H 2.5479 -1.2413 4.6438 -2.4 1.3 1.3
H 1.9171 0.6546 4.7732 -0.4 -2.6 -2.3
H -0.4629 -1.4079 4.8210 2.3 -0.6 -2.2
H -1.2958 -1.1037 2.3398 0.2 0.0 -0.3
H -0.0216 -2.3032 -0.1407 1.3 0.6 0.0
H 2.4267 -3.7784 -0.7338 -2.8 2.7 3.0
H 1.6457 -4.0234 0.9897 1.2 1.6 -1.3
H 4.0938 -4.1954 1.3072 -0.7 2.6 0.2
H 3.7752 -2.4664 1.9879 -0.4 -1.2 -2.2
H 5.7460 -2.7996 0.4883 -1.3 0.5 -0.8
H 4.7793 -1.6081 -0.1685 -0.2 -1.0 0.4
H 1.1536 1.0934 1.9642 0.0 -1.0 -0.7
H -1.3949 1.9511 0.8028 0.8 -0.8 2.2
H -1.9307 0.9819 2.3651 1.9 0.7 -1.3
H 0.4964 2.5649 3.5014 -2.7 0.2 -1.4
H -2.1667 3.7577 2.5264 1.4 -0.2 0.6
C 4.1363 2.7418 4.6298 0.2 0.1 0.2
Cl 4.6282 4.4208 4.9102 -0.1 -0.3 0.0
Cl 2.4565 2.6709 4.0706 1.0 0.9 0.1
Cl 5.2151 1.9649 3.4585 -0.1 0.0 0.2
H 4.2075 2.1995 5.5759 0.0 0.2 -0.3
Cs 4.2078 -4.6777 -0.9959 2.2 -6.8 -5.0
F 5.5845 0.5157 -0.1666 0.1 -0.5 0.3
C 5.3974 1.7108 -0.7422 -0.2 1.3 -0.8
C 5.8459 1.9223 -2.0413 0.0 -0.1 0.1
C 5.6467 3.1649 -2.6429 -0.2 0.0 0.4
C 5.0103 4.1866 -1.9338 0.0 0.0 0.0
C 4.5683 3.9661 -0.6284 0.2 -0.1 -0.4
C 4.7576 2.7201 -0.0313 -0.2 -0.2 0.1
H 6.3455 1.1195 -2.5736 -0.1 0.1 0.1
H 5.9867 3.3379 -3.6609 -0.1 -0.1 0.2
H 4.8592 5.1570 -2.4018 0.0 -0.2 0.1
H 4.0769 4.7642 -0.0771 0.1 -0.2 -0.1
H 4.4124 2.5287 0.9793 0.1 0.0 -0.1
Be 1.7786 1.4074 0.3798 -0.9 -2.4 -0.1
Br -2.4374 -2.0294 1.3129 -1.0 -0.3 -0.2
C 0.3489 -10.0187 -4.8676 -0.4 -0.7 -0.1
C -0.6021 -9.9874 -3.6741 -0.5 0.5 -0.6
O 0.2382 -10.0693 -2.5252 1.3 0.1 -0.2
S 1.6556 -9.3314 -2.8517 -0.1 -0.1 0.0
O 1.5961 -7.9862 -2.3243 0.5 -1.6 -0.5
O 2.7291 -10.2490 -2.5482 -1.2 1.4 -0.1
O 1.4838 -9.2508 -4.4710 0.0 0.3 1.2
H 0.6847 -11.0394 -5.0773 -0.1 0.1 0.0
H -0.1037 -9.5935 -5.7674 0.2 0.1 0.2
H -1.3166 -10.8139 -3.6891 0.3 0.1 0.2
H -1.1455 -9.0377 -3.6281 0.0 -0.1 -0.1
C -2.8522 5.2667 5.6269 0.3 -0.1 -0.3
Cl -3.5489 4.3745 6.9846 0.1 -0.1 0.1
Cl -3.8808 6.6284 5.1656 0.1 0.0 0.0
H -1.8692 5.6457 5.9171 -0.3 -0.1 0.0
H -2.7503 4.5926 4.7730 -0.1 0.3 0.3
C -3.4063 1.9236 -1.3621 -0.1 -0.7 0.4
O -3.2123 3.2928 -1.7114 -0.4 1.1 0.3
C -4.2549 4.1023 -1.3969 -1.1 -0.9 0.0
O -5.2962 3.7554 -0.8618 1.9 0.8 -0.6
O -3.9382 5.3646 -1.7810 0.1 -0.4 0.3
C -4.9508 6.3318 -1.5102 -0.3 0.1 -0.1
H -2.5117 1.3691 -1.6587 0.0 0.3 -0.1
H -3.5353 1.8157 -0.2803 -0.2 0.1 0.0
H -4.2641 1.5060 -1.8991 0.3 0.1 0.5
H -5.1416 6.4002 -0.4344 -0.1 -0.1 -0.2
H -5.8703 6.0904 -2.0532 0.1 -0.1 0.2
H -4.5913 7.3041 -1.8581 0.2 -0.3 0.0
O -3.8539 2.3823 -5.1464 0.1 0.0 0.0
Cl -5.1814 2.3857 -4.5632 -0.6 0.0 -0.2
O -5.2016 1.5176 -3.4019 -0.3 0.2 -1.0
O -6.1401 1.9076 -5.5405 0.5 0.2 0.3
O -5.5307 3.7351 -4.1640 0.2 -0.2 0.0
B -7.6661 -0.2480 -1.8983 0.1 0.5 -0.4
F -6.3334 -0.2979 -1.3193 -1.3 -0.1 -0.4
F -8.5863 -1.0012 -1.0619 0.8 0.6 -0.7
F -8.1072 1.1349 -1.9808 0.4 -1.7 0.2
F -7.6374 -0.8279 -3.2312 -0.1 0.5 1.5
```
Positions in Å, forces in eV/Å.

Results of the Löwdin charge analysis, in e, for atoms 1 through 8: atom 1 (C): -0.0454, atom 2 (C): -0.0183, atom 3 (C): -0.3502, atom 4 (O): -0.3457, atom 5 (P): 0.6521, atom 6 (F): -0.3174, atom 7 (F): -0.2680, atom 8 (C): -0.3559

***

A structure of composition C21H34F4O6Zn, computed with ωB97M-V/def2-TZVPD.

Properties
2S+1: 1
Kohn-Sham gap: 8.59 eV

```
66
Properties=species:S:1:pos:R:3:forces:R:3
Zn 2.4933 0.4519 -0.0351 -0.5 -0.5 1.1
C 4.9718 -0.4555 0.4212 -3.0 -0.9 -1.6
O 3.9117 -0.3717 1.3862 0.9 -0.6 2.0
O 4.4568 0.3933 -0.5368 0.5 0.1 0.1
C 6.4140 -0.2395 0.9224 -0.8 1.2 -0.6
F 6.9387 -1.2354 1.6334 -0.3 -0.3 0.2
F 7.1923 -0.0815 -0.1537 0.2 0.2 0.1
F 6.4484 0.8753 1.6736 0.4 0.0 0.0
C 4.0716 -1.0795 2.6295 -0.8 1.0 0.9
C 2.7724 -0.9420 3.4122 0.0 -0.6 0.2
H 2.9335 -1.4381 4.3734 -0.1 0.0 0.0
H 2.4406 0.0724 3.6229 0.3 0.2 -0.2
H 1.9572 -1.4618 2.9078 0.0 0.1 0.0
H 4.8600 -0.5981 3.2115 0.2 0.0 -0.2
H 4.3112 -2.1421 2.5556 0.1 0.0 -0.7
H 4.8187 -1.4930 0.0780 1.2 -0.2 -0.1
C -1.6280 -0.2760 0.9624 1.5 0.3 0.0
C -0.2556 -0.0902 1.6449 -0.6 -0.1 0.9
O 0.7405 0.2475 0.7586 1.3 0.0 -1.2
H -1.5047 -1.0643 0.2203 -0.2 0.2 -0.3
H -1.7917 0.6949 0.5042 -0.6 -0.2 -0.3
H -2.4230 -0.5779 1.6422 0.0 0.3 0.2
H -0.0995 -1.0018 2.2478 0.5 0.0 -0.1
H -0.3449 0.7261 2.3777 -0.2 -0.1 0.2
F -3.6136 0.4104 -0.9886 -0.1 -0.2 0.1
C -4.5513 -0.5264 -1.2470 0.0 -0.3 -0.6
C -5.1048 -0.5128 -2.5138 0.1 0.4 0.0
C -6.1303 -1.3910 -2.8186 -0.4 0.6 0.6
C -6.6271 -2.1955 -1.8081 0.2 -0.6 0.1
C -5.9942 -2.2754 -0.5584 -0.6 -0.1 -1.0
C -4.9128 -1.4559 -0.2857 -0.1 0.7 0.4
H -4.8140 0.2704 -3.2024 0.2 -0.1 -0.1
H -6.6551 -1.2886 -3.7589 0.1 -0.2 -0.1
H -7.5172 -2.7802 -2.0034 0.1 -0.1 0.1
H -6.4213 -2.9801 0.1401 0.3 0.1 0.3
H -4.4574 -1.3779 0.6924 0.1 -0.3 0.0
C -0.2275 4.2421 0.7555 -0.2 0.0 0.1
C -1.6012 4.0501 0.1633 -0.3 0.3 -0.2
O -2.5722 4.6229 0.5974 0.0 -0.1 0.2
C -1.6735 3.2091 -1.0925 0.9 -0.3 0.6
H -0.2658 4.9447 1.5845 0.0 0.0 0.0
H 0.4017 4.6503 -0.0325 0.1 0.0 0.1
H 0.1933 3.2869 1.0773 0.0 0.0 -0.1
H -0.8548 2.4833 -1.0573 -0.1 -0.1 -0.1
H -1.4570 3.8771 -1.9291 -0.4 -0.1 -0.2
H -2.6196 2.6850 -1.1589 -0.1 0.2 -0.3
C 3.1532 2.2554 -3.3752 0.5 0.1 0.0
C 2.4232 2.4996 -2.0949 0.0 0.4 -0.2
O 1.7979 1.6032 -1.5422 0.3 0.2 -0.1
C 2.4298 3.8969 -1.5398 0.6 0.6 -0.4
H 2.5382 1.7704 -4.1302 -0.1 -0.1 0.1
H 3.9970 1.6017 -3.1260 -0.1 -0.2 0.0
H 3.5976 3.1662 -3.7687 -0.2 0.1 -0.1
H 2.5911 3.9980 -0.4693 -0.4 -0.4 0.1
H 1.4941 4.3729 -1.8425 -0.2 -0.1 0.2
H 3.2009 4.5151 -2.0008 0.1 -0.2 -0.1
C -0.9607 -4.0838 1.7617 0.5 -0.3 -0.9
C -1.8433 -4.4105 0.5634 -0.1 1.2 0.2
O -2.8954 -4.9807 0.7057 -0.1 -0.4 0.1
C -1.4548 -3.8674 -0.7986 -0.4 0.3 0.0
H -0.1368 -4.8060 1.7747 -0.2 -0.3 0.3
H -1.5632 -4.1209 2.6624 0.2 0.0 0.1
H -0.4142 -3.1499 1.6236 -0.4 0.3 0.1
H -2.3665 -3.8124 -1.3938 0.1 -0.6 -0.2
H -0.6719 -4.4818 -1.2423 -0.1 0.0 -0.2
H -1.1254 -2.8272 -0.7828 0.4 -0.2 0.4
```
Positions in Å, forces in eV/Å.

Results of the natural (NBO) charge analysis, in e, for atoms 1 through 8: atom 1 (Zn): 1.7180, atom 2 (C): 0.3009, atom 3 (O): -0.6190, atom 4 (O): -0.9650, atom 5 (C): 0.9298, atom 6 (F): -0.3145, atom 7 (F): -0.3117, atom 8 (F): -0.3233

***

A structure of composition C21H34N6OSi2, computed with ωB97M-V/def2-TZVPD.

Properties
2S+1: 1
Kohn-Sham gap: 8.79 eV

```
64
Properties=species:S:1:pos:R:3:forces:R:3
C 1.5725 3.1377 2.9177 0.0 -0.5 -0.1
C 0.8037 2.3735 1.7363 -1.9 -1.5 -1.4
C -0.4956 1.6017 2.1538 0.9 -0.5 -4.1
C -1.2690 0.8087 1.0802 3.1 1.9 -0.5
C -0.7963 0.7442 -0.4191 1.1 1.8 1.7
C -1.7247 -0.1855 -1.3800 0.9 0.7 1.2
Si -1.2404 -2.0207 -0.9275 -0.9 -0.4 -0.9
C -2.7629 -3.0591 -0.3376 0.4 -0.7 -0.2
O -0.4153 -2.7734 -2.2612 1.2 0.1 2.5
Si 1.1786 -3.2806 -1.7500 -1.1 0.5 -0.9
C 0.4780 1.5441 -0.8588 -1.7 -0.3 4.1
C 1.2469 2.3447 0.2586 -2.4 -1.6 0.5
H 0.8370 3.4110 3.7654 1.1 -0.3 -1.5
H 2.3671 2.4635 3.4204 -1.2 0.9 -1.0
H 2.1224 4.0719 2.5661 -0.9 -1.2 0.4
H -0.8998 1.5805 3.2286 0.9 0.2 -1.8
H -2.2100 0.2606 1.4056 1.4 0.8 -0.6
H -1.6082 0.0403 -2.4904 -0.2 -0.2 1.5
H -2.7991 -0.0562 -1.0091 1.3 0.0 -0.8
H -0.3357 -1.9622 0.2445 0.0 0.1 -0.2
H -3.1435 -3.7450 -1.1786 0.2 1.3 1.2
H -3.5512 -2.3378 0.0624 0.9 -1.2 -0.5
H -2.3858 -3.7680 0.4898 -0.7 1.3 -1.1
H 1.2996 -3.3517 -0.2857 -0.1 0.0 -0.1
H 1.5396 -4.6053 -2.2859 -0.2 -0.1 -0.2
H 2.1437 -2.2991 -2.2919 0.0 0.0 0.0
H 0.8378 1.5379 -1.9518 -0.6 0.0 2.0
H 2.1748 2.9212 -0.0767 -1.5 -0.9 0.7
C -3.9197 3.0526 -0.8274 -0.2 -0.5 0.7
C -4.3147 2.1788 0.3243 -1.0 -2.0 2.7
N -4.6372 1.4884 1.2386 1.3 2.7 -3.6
H -2.9340 2.7590 -1.1941 -0.1 0.0 0.1
H -4.6458 2.9520 -1.6357 0.0 0.0 0.1
H -3.8849 4.0950 -0.5072 0.0 -0.1 0.0
C 2.2848 -1.0478 2.2623 0.0 -0.9 -0.1
C 2.3737 -2.5406 2.1518 0.3 -3.7 -0.1
N 2.4461 -3.7280 2.0703 -0.3 4.9 0.3
H 1.2957 -0.7099 1.9457 0.1 -0.1 0.0
H 2.4519 -0.7419 3.2963 0.0 -0.1 -0.1
H 3.0402 -0.5831 1.6264 -0.1 -0.1 0.0
C 5.0077 -3.4835 -3.6631 0.0 1.0 0.1
C 4.9572 -1.9906 -3.5029 -0.1 2.4 0.3
N 4.9199 -0.8179 -3.3783 0.1 -3.7 -0.4
H 5.3316 -3.9469 -2.7298 0.0 0.1 -0.1
H 4.0189 -3.8640 -3.9241 0.1 0.1 0.0
H 5.7111 -3.7477 -4.4542 -0.1 0.1 0.1
C -0.2260 1.2291 -5.3276 -0.6 0.7 -0.2
C -1.1232 2.3947 -5.6163 -1.5 2.0 -0.4
N -1.8296 3.3122 -5.8428 2.2 -2.9 0.7
H 0.2010 0.8573 -6.2602 -0.1 0.1 0.1
H 0.5826 1.5358 -4.6622 -0.1 0.0 -0.1
H -0.7960 0.4315 -4.8483 0.0 0.1 -0.1
C 0.1654 7.0832 3.4690 0.6 -0.4 0.5
C 1.1298 6.3770 4.3733 1.6 -1.1 1.5
N 1.8893 5.8209 5.0844 -2.4 1.8 -2.2
H -0.3435 6.3584 2.8312 0.1 0.0 0.1
H -0.5769 7.6180 4.0636 0.1 -0.1 0.0
H 0.7006 7.7969 2.8409 0.0 -0.1 0.1
C -2.0196 -6.4306 2.7782 0.0 0.9 0.1
C -2.0803 -4.9404 2.9257 -0.1 2.5 0.3
N -2.1274 -3.7673 3.0419 0.2 -3.7 -0.3
H -1.7100 -6.8841 3.7210 0.0 0.1 -0.1
H -3.0023 -6.8164 2.5026 0.1 0.1 0.0
H -1.3011 -6.6973 2.0016 0.0 0.1 0.1
```
Positions in Å, forces in eV/Å.

Results of the natural (NBO) charge analysis, in e, for atoms 1 through 8: atom 1 (C): -0.6547, atom 2 (C): -0.0339, atom 3 (C): -0.2282, atom 4 (C): -0.2460, atom 5 (C): -0.0210, atom 6 (C): -0.9152, atom 7 (Si): 1.6524, atom 8 (C): -1.1407

***

Among the records above, which one has the highest Kohn-Sham gap?
C21H34N6OSi2

***

Which value of 2S+1 does entry 3 give?
1